--- P ---
{
  "formula": "C9H7NO2",
  "method": "wB97M-V/def2-TZVPD",
  "symbols": ["C", "C", "C", "C", "C", "C", "C", "C", "C", "H", "H", "H", "H", "H", "H", "H", "N", "O", "O"],
  "xyz": [[1.079, 1.069, 0.259], [2.314, 0.486, -0.139], [2.454, -0.921, -0.002], [0.101, -1.177, 0.371], [-0.982, -1.920, 0.238], [-2.317, -1.452, -0.046], [-2.614, -0.148, -0.216], [-1.458, 0.743, -0.101], [-0.136, 0.212, 0.415], [0.268, 2.847, 1.103], [1.627, 3.248, -0.318], [3.186, 1.163, -0.355], [-0.836, -3.069, 0.166], [-3.156, -2.260, -0.481], [-3.538, 0.356, -0.386], [-1.506, 1.771, -0.647], [0.736, 2.438, 0.106], [3.487, -1.621, -0.265], [1.290, -1.766, 0.298]],
  "homo_energy_ev": -8.80,
  "gap_ev": 8.36
}



--- Q ---
{
  "formula": "C9H7NO2",
  "method": "wB97M-V/def2-TZVPD",
  "symbols": ["C", "C", "C", "C", "C", "C", "C", "C", "C", "H", "H", "H", "H", "H", "H", "H", "N", "O", "O"],
  "xyz": [[-3.302, -1.072, 0.022], [-1.886, -0.601, -0.011], [0.386, -0.836, -0.008], [1.501, -1.677, -0.015], [2.774, -1.135, 0.015], [2.960, 0.255, 0.015], [1.863, 1.094, -0.005], [0.575, 0.552, -0.019], [-0.592, 1.428, -0.004], [-3.309, -2.158, 0.008], [-3.859, -0.675, -0.836], [-3.785, -0.713, 0.932], [1.330, -2.756, -0.024], [3.633, -1.799, 0.031], [3.962, 0.675, 0.031], [1.975, 2.178, -0.016], [-0.894, -1.407, -0.004], [-0.607, 2.624, 0.015], [-1.813, 0.757, -0.019]],
  "homo_energy_ev": -9.18,
  "smiles": "Cc1nc2ccccc2c(=O)o1",
  "gap_ev": 9.39
}



Q takes first place; second place is 4.418 eV up.



--- P ---
{
  "formula": "C9H15N3",
  "method": "wB97M-V/def2-TZVPD",
  "symbols": ["C", "C", "C", "C", "C", "C", "C", "C", "C", "N", "N", "N", "H", "H", "H", "H", "H", "H", "H", "H", "H", "H", "H", "H", "H", "H", "H"],
  "xyz": [[1.481, -1.993, -0.714], [2.413, 0.018, 0.282], [2.486, -1.299, -0.017], [-0.573, 0.064, 0.406], [3.756, 0.674, 0.559], [-2.704, -0.374, -1.099], [-2.527, -1.014, 1.396], [-0.228, 2.058, -0.877], [-2.121, 0.002, 0.316], [0.655, -2.575, -1.230], [1.539, 0.974, -0.061], [0.216, 0.977, -0.105], [3.366, -1.824, 0.330], [-0.099, -0.579, 1.163], [4.569, 0.584, -0.292], [4.206, 0.201, 1.352], [3.567, 1.767, 0.745], [-2.498, 0.290, -1.807], [-3.741, -0.535, -1.006], [-2.269, -1.395, -1.510], [-2.137, -1.912, 1.034], [-3.592, -1.245, 1.337], [-2.207, -0.856, 2.415], [-0.655, 1.734, -1.720], [-0.912, 2.587, -0.300], [0.553, 2.629, -1.064], [-2.544, 1.041, 0.469]],
  "homo_energy_ev": [-7.52, -7.52],
  "gap_ev": [7.69, 7.69]
}



--- Q ---
{
  "formula": "C9H15N3",
  "method": "wB97M-V/def2-TZVPD",
  "symbols": ["C", "C", "C", "C", "C", "C", "C", "C", "C", "N", "N", "N", "H", "H", "H", "H", "H", "H", "H", "H", "H", "H", "H", "H", "H", "H", "H"],
  "xyz": [[0.423, 2.048, -0.221], [-0.283, 0.947, -0.421], [2.067, -0.178, 0.274], [2.347, -1.527, 0.272], [-1.222, -1.206, -0.966], [-2.678, 0.814, -0.911], [-1.628, -0.037, 1.327], [3.700, 1.262, 1.060], [-1.434, 0.123, -0.184], [1.721, 2.177, 0.128], [2.265, -2.334, -0.760], [2.329, 1.043, 0.594], [0.032, 3.050, -0.511], [2.516, -2.005, 1.287], [-0.192, -1.505, -0.960], [-1.879, -1.965, -0.588], [-1.546, -1.085, -2.096], [-3.031, 1.711, -0.434], [-2.316, 1.009, -1.897], [-3.488, 0.092, -1.012], [-1.515, 0.866, 1.869], [-2.485, -0.710, 1.668], [-0.806, -0.757, 1.581], [4.103, 2.143, 0.467], [3.790, 1.384, 2.147], [4.234, 0.317, 0.787], [2.363, -3.334, -0.578]],
  "homo_energy_ev": [-7.51, -7.51],
  "gap_ev": [6.85, 6.85]
}



P takes first place; second place is 3.526 eV up.



--- P ---
{
  "formula": "C3H7NO3S",
  "method": "wB97M-V/def2-TZVPD",
  "symbols": ["C", "C", "C", "N", "O", "O", "O", "S", "H", "H", "H", "H", "H", "H", "H"],
  "xyz": [[0.512, -0.422, -0.794], [0.704, 1.101, -0.770], [-1.393, 0.649, -0.032], [-0.881, -0.510, -0.372], [-3.517, -0.728, -0.966], [-3.956, 0.203, 1.242], [-0.549, 1.614, -0.255], [-3.627, 0.469, -0.140], [0.646, -0.860, -1.784], [1.157, -0.939, -0.077], [1.498, 1.430, -0.100], [0.858, 1.531, -1.762], [-1.146, 0.311, 1.887], [-0.890, 0.329, 2.642], [-1.416, -1.365, -0.355]],
  "homo_energy_ev": -9.11,
  "gap_ev": 9.47
}



--- Q ---
{
  "formula": "C3H7NO3S",
  "method": "wB97M-V/def2-TZVPD",
  "symbols": ["C", "C", "C", "N", "O", "O", "O", "S", "H", "H", "H", "H", "H", "H", "H"],
  "xyz": [[0.082, 0.612, 1.343], [-0.172, 0.232, -0.090], [-1.341, -1.448, -0.317], [-0.453, 1.254, -0.992], [2.237, 0.753, -1.065], [2.178, -1.470, -0.180], [1.522, 0.465, 1.362], [1.650, -0.165, -0.159], [-0.269, 1.566, 1.622], [-0.499, 0.010, 2.068], [-2.036, -1.482, 0.623], [-0.690, -2.218, -0.499], [-2.018, -1.174, -1.105], [-0.074, 0.859, -1.893], [-0.120, 2.206, -0.717]],
  "homo_energy_ev": -9.46,
  "gap_ev": 10.12
}



P takes first place; second place is 0.644 eV up.



--- P ---
{
  "formula": "C2H4I2S",
  "method": "wB97M-V/def2-TZVPD",
  "symbols": ["C", "C", "S", "I", "I", "H", "H", "H", "H"],
  "xyz": [[1.868, 0.228, 0.990], [-1.483, 0.014, -0.357], [-0.967, 0.292, -1.999], [-2.739, 1.548, 0.360], [-2.071, -1.986, 0.153], [2.787, -0.182, 0.634], [0.949, -0.309, 0.873], [1.861, 1.201, 1.431], [-0.205, -0.807, -2.086]],
  "homo_energy_ev": [-8.79, -8.06],
  "gap_ev": [7.60, 7.61]
}



--- Q ---
{
  "formula": "C2H4I2S",
  "method": "wB97M-V/def2-TZVPD",
  "symbols": ["C", "C", "S", "I", "I", "H", "H", "H", "H"],
  "xyz": [[0.822, -0.558, 0.075], [-0.081, 0.471, -0.333], [-0.462, 1.633, 1.007], [-2.320, -1.198, -0.682], [0.283, 1.288, -2.248], [0.686, -1.323, -0.757], [1.771, -0.208, 0.064], [0.541, -1.013, 1.046], [-1.241, 0.908, 1.828]],
  "homo_energy_ev": [-8.97, -8.97],
  "gap_ev": [7.03, 7.03]
}



Q takes first place; second place is 2.163 eV up.



--- P ---
{
  "formula": "C9H11O3",
  "method": "wB97M-V/def2-TZVPD",
  "symbols": ["C", "C", "O", "O", "H", "H", "H", "C", "C", "C", "C", "C", "C", "C", "O", "H", "H", "H", "H", "H", "H", "H", "H"],
  "xyz": [[0.370, -2.381, -0.026], [1.093, -3.226, 1.001], [2.257, -3.364, 0.506], [0.531, -3.776, 2.013], [0.980, -2.196, -1.012], [0.167, -1.298, 0.247], [-0.576, -2.939, -0.287], [0.486, 1.770, -2.405], [-1.389, 1.239, -0.727], [0.049, 1.357, -0.981], [-1.836, 0.822, 0.496], [-0.944, 0.780, 1.500], [1.007, 1.446, 0.094], [0.457, 1.231, 1.320], [-0.989, 0.096, 2.611], [-2.050, 1.420, -1.502], [-2.924, 0.764, 0.464], [-0.089, 2.734, -2.467], [0.166, 1.020, -3.089], [1.994, 1.811, -0.106], [-1.390, -0.813, 2.641], [1.076, 1.375, 2.211], [1.554, 2.128, -2.500]],
  "homo_energy_ev": -3.52,
  "gap_ev": 6.64,
  "total_charge": -1
}



--- Q ---
{
  "formula": "C9H11O3",
  "method": "wB97M-V/def2-TZVPD",
  "symbols": ["C", "C", "C", "C", "C", "C", "C", "O", "H", "H", "H", "H", "H", "H", "H", "H", "C", "C", "O", "O", "H", "H", "H"],
  "xyz": [[-3.900, 1.130, -2.302], [-0.550, 0.754, -0.594], [-0.916, 0.292, 0.677], [-1.521, 0.987, -1.536], [-2.887, 0.821, -1.245], [-2.247, 0.050, 0.976], [-3.207, 0.331, -0.001], [0.131, -0.004, 1.475], [0.509, 0.877, -0.786], [-1.201, 1.271, -2.533], [-2.483, -0.459, 1.894], [-0.098, -0.653, 2.159], [-4.617, 0.302, -2.413], [-3.437, 1.209, -3.279], [-4.262, 0.234, 0.257], [-4.521, 1.996, -2.098], [4.783, -1.450, 0.149], [3.402, -0.953, 0.646], [2.796, -0.159, -0.112], [3.030, -1.406, 1.755], [5.277, -2.004, 0.945], [5.376, -0.602, -0.187], [4.631, -2.150, -0.674]],
  "homo_energy_ev": -3.86,
  "gap_ev": 6.94,
  "total_charge": -1
}



Q takes first place; second place is 2.306 eV up.



--- P ---
{
  "formula": "C9H11O3",
  "method": "wB97M-V/def2-TZVPD",
  "symbols": ["C", "C", "O", "O", "H", "H", "H", "C", "C", "C", "C", "C", "C", "C", "O", "H", "H", "H", "H", "H", "H", "H", "H"],
  "xyz": [[-2.450, 1.381, -3.368], [-2.821, 0.283, -2.354], [-1.767, 0.065, -1.613], [-3.934, -0.215, -2.362], [-2.467, 1.336, -4.437], [-1.351, 1.749, -3.121], [-3.401, 2.060, -3.327], [3.537, -0.191, 1.301], [0.110, -1.730, 0.994], [-0.628, -0.440, 1.149], [1.474, -1.589, 1.252], [2.068, -0.362, 1.581], [-0.036, 0.523, 1.992], [1.338, 0.679, 2.110], [-1.870, -0.504, 0.853], [-0.402, -2.528, 0.484], [2.117, -2.505, 1.148], [-0.879, 1.192, 2.368], [-2.029, -0.215, -0.613], [4.291, -0.160, 2.137], [3.776, 0.644, 0.604], [1.601, 1.604, 2.568], [3.720, -1.078, 0.654]],
  "homo_energy_ev": -3.31,
  "gap_ev": 6.92,
  "total_charge": -1
}



--- Q ---
{
  "formula": "C9H11O3",
  "method": "wB97M-V/def2-TZVPD",
  "symbols": ["C", "C", "O", "O", "H", "H", "H", "C", "C", "C", "C", "C", "C", "C", "O", "H", "H", "H", "H", "H", "H", "H", "H"],
  "xyz": [[0.769, -2.561, -0.378], [1.824, -2.909, 0.803], [2.696, -2.004, 0.934], [1.498, -3.799, 1.605], [1.337, -2.200, -1.286], [0.228, -1.693, -0.015], [0.248, -3.456, -0.233], [0.953, 2.876, -2.024], [-0.797, 0.978, -1.676], [-0.132, 2.192, -1.196], [-1.602, 0.307, -0.833], [-1.785, 0.865, 0.462], [-0.247, 2.574, 0.181], [-0.903, 1.828, 1.085], [-2.715, 0.313, 1.115], [-0.457, 0.571, -2.657], [-2.053, -0.566, -1.259], [1.683, 3.287, -1.333], [0.698, 3.780, -2.544], [0.062, 3.652, 0.541], [-2.544, -0.434, 1.640], [-1.005, 1.851, 2.098], [1.503, 2.221, -2.723]],
  "homo_energy_ev": -3.56,
  "gap_ev": 6.66,
  "total_charge": -1
}



P takes first place; second place is 1.103 eV up.